No. 1
Below is a structure of composition C30H38GeN5OSTc, with properties calculated with ωB97M-V/def2-TZVPD.

XYZ file:
```
77
Properties=species:S:1:pos:R:3:lowdin_charge:R:1
Tc -0.43694 -0.07226 0.53771 1.188
C -6.85927 0.85130 1.70086 -0.049
C -5.68727 1.67482 2.19380 -0.179
N -4.42417 1.12846 1.60515 0.053
C -3.37084 1.77080 1.17353 -0.619
S -2.35075 0.85442 -0.02717 0.770
N -3.02467 3.01111 1.41328 0.052
C -3.58224 3.97586 2.40716 -0.182
C -4.34247 5.10373 1.73849 -0.049
H -7.77879 1.28315 2.09255 0.104
H -6.80415 -0.17740 2.05971 0.092
H -6.92410 0.85487 0.61320 0.094
H -5.59887 1.63387 3.27947 0.134
H -5.77370 2.71339 1.88079 0.108
H -4.47071 0.14535 1.36937 0.136
H -2.29146 3.38076 0.82366 0.137
H -2.71767 4.35088 2.95482 0.131
H -4.19012 3.41549 3.11245 0.108
H -3.69965 5.67900 1.07239 0.091
H -4.71367 5.78286 2.50490 0.104
H -5.19484 4.73990 1.16530 0.082
C 2.82305 2.67460 3.93365 0.062
N 2.14450 2.27970 2.67827 -0.072
C 2.20829 2.97259 1.48142 0.016
C 1.46780 2.28666 0.58559 -0.078
N 0.95152 1.15607 1.22459 -0.140
C 1.38904 1.21466 2.50428 -0.096
H 3.31179 3.62854 3.76310 0.112
H 3.56481 1.92356 4.19235 0.114
H 2.08236 2.77794 4.72208 0.113
H 2.77599 3.88275 1.38622 0.153
H 1.29447 2.48294 -0.45644 0.112
H 1.16324 0.50145 3.27999 0.154
C 1.45343 -2.86196 1.96121 0.043
C 0.18271 -2.37006 2.55884 -0.476
N -0.27841 -2.89971 3.66131 0.270
O -0.48986 -1.42216 2.02317 -0.185
H 1.86655 -3.71347 2.49620 0.115
H 2.18967 -2.05433 1.96773 0.105
H 1.26881 -3.15289 0.92685 0.063
H 0.20097 -3.66464 4.11668 0.160
H -1.15535 -2.58924 4.06025 0.159
C 0.15858 -0.91269 -0.90172 -0.414
Ge 1.96898 -1.23298 -1.65043 1.257
C -0.68763 -1.43152 -2.02176 -0.384
C -1.36980 -2.64701 -1.87589 -0.050
C -2.06950 -3.15766 -2.95324 -0.013
C -2.08469 -2.47438 -4.16895 -0.001
C -1.41652 -1.26738 -4.30929 -0.011
C -0.71977 -0.73071 -3.23432 -0.048
C 2.93174 0.33348 -2.03848 -0.338
C 4.23110 0.37380 -1.50600 -0.107
C 5.03388 1.48458 -1.73271 -0.033
C 4.55885 2.53449 -2.50556 -0.015
C 3.27709 2.49207 -3.04735 -0.036
C 2.45747 1.40113 -2.81099 -0.107
C 2.57655 -2.94470 -1.93271 -0.319
C 1.90036 -4.12108 -1.54061 -0.101
C 2.46881 -5.34862 -1.79371 -0.025
C 3.70679 -5.42317 -2.43794 0.013
C 4.37750 -4.27826 -2.84446 -0.015
C 3.82160 -3.03472 -2.60013 -0.069
H -1.34893 -3.18262 -0.93433 0.117
H -2.61139 -4.08844 -2.85054 0.132
H -2.62653 -2.88917 -5.00832 0.135
H -1.44418 -0.73530 -5.25043 0.134
H -0.22493 0.22863 -3.33605 0.100
H 4.63344 -0.45424 -0.93207 0.109
H 6.04021 1.51265 -1.33654 0.129
H 5.19794 3.38425 -2.70813 0.133
H 2.92976 3.30198 -3.67548 0.129
H 1.47358 1.38051 -3.26494 0.092
H 0.92239 -4.06998 -1.08157 0.084
H 1.95510 -6.25780 -1.51222 0.130
H 4.14278 -6.39398 -2.63660 0.138
H 5.32417 -4.35827 -3.36103 0.135
H 4.33618 -2.14625 -2.94426 0.110
```

Output
2S+1 = 1
Highest occupied orbital energy = -19.14 eV
Charge = +4

=====

No. 2
Below is the molecule C18H22N4O2, with properties calculated with ωB97M-V/def2-TZVPD.

XYZ file:
```
46
Properties=species:S:1:pos:R:3:lowdin_charge:R:1
C 3.99205 0.97401 5.36092 -0.113
C 2.60963 0.86878 4.72924 -0.266
C 1.92346 2.23014 4.64954 -0.209
C 0.52423 2.13363 4.02965 -0.107
C 0.58735 1.67354 2.62176 -0.341
N 0.04741 0.60769 2.14196 0.202
C 0.38156 0.59995 0.80593 -0.199
C 0.08457 -0.29422 -0.21043 0.051
C 0.59083 -0.01320 -1.47143 -0.128
C 0.30316 -0.88939 -2.64775 -0.462
O 0.17743 -0.44065 -3.77216 0.057
N 0.24731 -2.21376 -2.37078 0.070
C -0.26844 -3.17111 -3.32100 -0.170
C -1.72268 -3.54658 -2.98747 -0.132
C -2.52219 -2.30310 -2.78014 -0.239
C -3.07709 -1.82121 -1.58476 -0.128
N -3.62436 -0.63224 -1.75865 0.073
N -3.43404 -0.32562 -3.03555 -0.211
C -3.87034 0.93455 -3.56106 -0.020
C -2.77705 -1.29827 -3.69244 -0.035
C 1.34763 1.14234 -1.70780 -0.013
C 1.65361 2.04103 -0.70582 0.018
C 1.16169 1.74710 0.55194 -0.189
O 1.28098 2.42300 1.72137 0.131
H 4.62970 1.63440 4.77707 0.072
H 3.92067 1.37271 6.37064 0.071
H 4.46522 -0.00359 5.41066 0.068
H 2.69877 0.44759 3.72539 0.109
H 1.99002 0.18732 5.31601 0.114
H 2.53221 2.91187 4.05176 0.115
H 1.83396 2.65081 5.65307 0.115
H -0.09483 1.42790 4.58299 0.125
H 0.05040 3.11818 4.05405 0.125
H -0.55212 -1.14122 -0.01151 0.112
H 0.29844 -2.50771 -1.40827 0.133
H -0.22207 -2.68722 -4.29859 0.118
H 0.36781 -4.06108 -3.32633 0.118
H -1.75100 -4.14924 -2.07654 0.112
H -2.13089 -4.14269 -3.80643 0.114
H -3.10708 -2.29476 -0.62273 0.105
H -3.02011 1.49264 -3.95743 0.091
H -4.60395 0.78882 -4.35668 0.088
H -4.32529 1.49355 -2.74609 0.088
H -2.52457 -1.20886 -4.72899 0.134
H 1.68931 1.31689 -2.71651 0.118
H 2.23868 2.92728 -0.89063 0.118
```

Output
2S+1 = 1
SMILES = CCCCc1nc2cc(C(=O)NCCc3cnn(C)c3)ccc2o1
Highest occupied orbital energy = -8.78 eV
Charge = 0

=====

No. 3
Below is the molecule C3H3FN2OS, with properties calculated with ωB97M-V/def2-TZVPD.

XYZ file:
```
11
Properties=species:S:1:pos:R:3:lowdin_charge:R:1
O 0.22341 1.95904 -0.16899 0.045
C -0.19149 0.66824 -0.19823 -0.344
C -1.40038 0.03327 -0.12193 -0.177
F -2.65788 0.61769 0.13134 0.028
C -1.10375 -1.30421 -0.16317 -0.090
N 0.22839 -1.57885 -0.09436 0.047
N 0.72586 -0.32274 -0.20807 -0.469
S 2.41406 0.06578 -0.03325 0.916
H 1.23271 1.96293 -0.25566 0.067
H -1.93096 -1.98797 -0.12660 0.118
H 2.46004 -0.11318 1.23891 -0.141
```

Output
2S+1 = 1
SMILES = Oc1c(F)cnn1S
Highest occupied orbital energy = -9.11 eV
Charge = 0

=====

No. 4
Below is a cluster of 11 separate species, C20H23Cl30N2O3P in total, with properties calculated with ωB97M-V/def2-TZVPD.

XYZ file:
```
79
Properties=species:S:1:pos:R:3:lowdin_charge:R:1
C 7.83231 -3.16170 3.72269 -0.022
C 6.57193 -2.42576 3.33368 -0.361
C 6.65932 -0.93142 3.23887 -0.016
N 5.51615 -3.12070 3.17202 0.161
C 4.43343 -2.63453 2.45100 -0.157
C 4.48310 -2.31767 1.13833 -0.186
N 5.64169 -2.42855 0.31022 0.109
C 3.26320 -1.81357 0.46219 -0.334
O 3.32275 -1.30181 -0.63348 0.075
C 1.96530 -1.91600 1.17029 0.018
C 1.89647 -2.26213 2.45973 -0.246
P 0.28765 -2.40691 3.35190 0.872
C -0.64554 -0.91314 2.86745 -0.266
O -0.49108 -3.59319 2.47194 -0.338
C 3.15188 -2.52731 3.20972 -0.337
O 3.14150 -2.61981 4.41421 0.101
H 7.70838 -3.65336 4.68529 0.089
H 8.66914 -2.46975 3.79194 0.071
H 8.05553 -3.88957 2.94562 0.084
H 7.66175 -0.65649 2.90678 0.082
H 5.95691 -0.48678 2.53645 0.078
H 6.53070 -0.47348 4.22023 0.100
H 6.08202 -3.32281 0.51127 0.093
H 6.32870 -1.72780 0.57164 0.078
H 1.08847 -1.67075 0.57909 0.106
H -0.31641 -0.02132 3.39664 0.010
H -1.67866 -1.12398 3.14648 0.045
H -0.64365 -0.74534 1.78680 0.035
H -0.22237 -3.53224 1.54220 0.030
Cl 0.83372 -1.34285 9.06662 0.503
C 0.41679 -2.24304 7.60214 -1.522
Cl -0.93704 -3.33381 7.90390 0.529
Cl 0.05373 -1.14653 6.27929 0.487
H 1.27448 -2.83876 7.31718 0.016
Cl -1.26775 3.36268 6.32385 0.531
C 0.33431 2.78738 6.78454 -1.537
Cl 0.26379 1.86127 8.28162 0.510
Cl 1.04810 1.82435 5.48512 0.496
H 0.96839 3.64830 6.94544 0.010
Cl 1.65720 2.04985 -1.27909 0.537
C 1.34192 1.00501 -2.65910 -1.544
Cl 0.06864 -0.15973 -2.28482 0.526
Cl 0.92675 1.94579 -4.09089 0.525
H 2.24945 0.45550 -2.87463 -0.010
Cl -2.00772 4.42266 -4.10105 0.525
C -2.26668 3.31715 -5.44789 -1.565
Cl -3.53054 2.14765 -5.05967 0.535
Cl -2.66137 4.20086 -6.92242 0.529
H -1.34950 2.76867 -5.61784 -0.038
Cl 1.62571 -0.81698 -6.78958 0.522
C 2.52817 0.49578 -7.54979 -1.541
Cl 1.54746 1.96145 -7.61369 0.509
Cl 4.02515 0.79835 -6.66995 0.494
H 2.76698 0.19887 -8.56182 0.012
Cl -2.75757 -7.32738 1.77070 0.531
C -2.61142 -5.69145 1.13141 -1.558
Cl -1.55086 -5.66764 -0.28501 0.517
Cl -4.19605 -5.02791 0.73217 0.526
H -2.16272 -5.06663 1.89347 -0.025
Cl -8.28735 3.09542 -3.20845 0.535
C -6.60999 2.84258 -2.72081 -1.543
Cl -6.13214 4.01306 -1.49069 0.533
Cl -6.37091 1.19302 -2.14592 0.531
H -5.98025 2.99167 -3.58826 -0.025
Cl -9.50656 7.24302 -1.17633 0.527
C -10.01943 6.22399 -2.52136 -1.573
Cl -11.41020 5.23897 -2.07296 0.510
Cl -10.37782 7.20246 -3.94735 0.514
H -9.20300 5.55854 -2.76818 -0.059
Cl 7.01566 2.04335 -2.16791 0.522
C 6.80506 0.83265 -3.43453 -1.543
Cl 5.44062 -0.21979 -3.06896 0.546
Cl 6.61122 1.60848 -5.01002 0.501
H 7.69941 0.22581 -3.46959 0.010
Cl -12.78222 1.93115 -4.02377 0.524
C -11.77173 2.25752 -5.43252 -1.544
Cl -11.42639 3.98210 -5.56920 0.509
Cl -10.26364 1.35084 -5.33953 0.508
H -12.31235 1.94411 -6.31502 0.011
```

Output
2S+1 = 1
SMILES = CC(C)=NC1=C(N)C(=O)C=C(P(C)O)C1=O.ClC(Cl)Cl.ClC(Cl)Cl.ClC(Cl)Cl.ClC(Cl)Cl.ClC(Cl)Cl.ClC(Cl)Cl.ClC(Cl)Cl.ClC(Cl)Cl.ClC(Cl)Cl.ClC(Cl)Cl
Highest occupied orbital energy = -8.66 eV
Charge = 0

=====

No. 5
Below is the molecule C4H7NO, with properties calculated with ωB97M-V/def2-TZVPD.

XYZ file:
```
13
Properties=species:S:1:pos:R:3:lowdin_charge:R:1
C 1.66742 -0.83512 -0.45246 -0.104
C 0.63912 0.17422 -0.26209 -0.239
C -0.69066 -0.30166 0.16955 -0.252
C -1.76173 0.69371 0.26282 -0.165
O -0.99595 1.48377 1.19085 -0.130
N 0.00465 0.45709 1.31790 0.083
H 1.90347 -0.86432 -1.66638 0.149
H 1.46941 -1.72479 0.06376 0.043
H 2.66220 -0.52010 0.08914 0.111
H 0.70792 1.05703 -0.95044 0.148
H -0.92555 -1.33545 0.19183 0.126
H -1.94386 1.27138 -0.63023 0.110
H -2.73642 0.44425 0.67574 0.120
```

Output
2S+1 = 1
SMILES = C[C@H]1[C@@H]2CON12
Highest occupied orbital energy = -8.64 eV
Charge = 0

=====

No. 6
Below is a structure of composition C3H2KLiO2, with properties calculated with ωB97M-V/def2-TZVPD.

XYZ file:
```
9
Properties=species:S:1:pos:R:3:lowdin_charge:R:1
O -0.79080 -1.62385 1.06961 -0.211
C -1.34785 -1.10455 2.15317 0.112
O 0.41371 1.17125 -0.84608 -0.510
C 0.29160 0.34113 0.18199 -0.378
C 0.11870 -0.98861 0.20531 -0.202
Li -0.31372 2.87533 -0.54234 0.419
K 0.71676 0.24893 -3.12186 0.575
H 0.10792 0.76877 1.18049 0.091
H 0.80367 -1.68841 -0.28029 0.102
```

Output
2S+1 = 1
Highest occupied orbital energy (spin up / spin down) = -7.06 / -3.74 eV
Charge = 0

=====

No. 7
Below is the molecule C7H8N3P, with properties calculated with ωB97M-V/def2-TZVPD.

XYZ file:
```
19
Properties=species:S:1:pos:R:3:lowdin_charge:R:1
C -2.32926 0.71355 -3.32738 -0.018
C -1.55017 0.92642 -2.43996 -0.363
P -0.27475 1.69072 -1.29905 0.939
C -1.49069 2.52991 -0.17123 -0.297
C 0.14198 0.31661 -0.21146 -0.618
N 0.95698 0.70349 0.71204 0.057
C 1.61255 -0.18470 1.39209 -0.088
C 1.45764 -1.57956 1.19611 -0.259
N 2.30324 -2.52140 1.75156 0.119
C 0.35808 -1.82146 0.32863 -0.086
N -0.24558 -0.92736 -0.41835 0.095
H -2.93367 0.44577 -4.28639 0.066
H -2.36002 1.76487 0.06265 0.094
H -1.90553 3.49506 -0.48218 0.041
H -0.92243 2.66058 0.62313 -0.059
H 2.42180 0.06682 2.03991 0.106
H 2.91635 -2.09081 2.38837 0.074
H 1.91952 -3.36872 2.03838 0.075
H -0.07602 -2.81980 0.10315 0.122
```

Output
2S+1 = 1
SMILES = C#CP(C)c1ncc(N)cn1
Highest occupied orbital energy = -8.43 eV
Charge = 0

=====

No. 8
Below is a structure of composition C16H10BrF5V, with properties calculated with ωB97M-V/def2-TZVPD.

XYZ file:
```
33
Properties=species:S:1:pos:R:3:lowdin_spin:R:1
C 0.16316 2.05883 -1.42076 -0.006
C -0.88191 1.54256 -0.62417 -0.060
C -0.36507 1.33107 0.77817 -0.035
H -1.93883 1.59266 -0.86579 -0.002
C 1.10475 1.15123 0.49141 -0.111
C 1.40486 1.85517 -0.69512 -0.050
H 2.38933 2.19325 -1.00328 -0.002
H 0.08188 2.54452 -2.39048 0.004
H -0.47158 2.30554 1.29494 -0.017
H 1.82984 0.84956 1.23890 -0.005
V 0.64427 -0.17871 -1.44303 1.259
Br -1.42691 -1.35311 -1.27840 -0.013
C 1.85554 -1.91766 -1.86795 0.015
C 2.64769 -0.72371 -1.76359 0.002
C 2.19390 0.19075 -2.79969 0.010
H 3.50492 -0.58365 -1.10675 0.002
C 1.11154 -0.43832 -3.50491 0.021
C 0.94087 -1.75406 -2.96346 -0.016
H 0.24836 -2.50582 -3.33093 0.000
H 1.98194 -2.82183 -1.28025 0.004
H 2.65781 1.13533 -3.06757 -0.001
H 0.60219 -0.04888 -4.38029 0.006
F -3.22377 0.81113 0.82287 0.000
C -2.44643 0.18381 1.74208 0.000
C -1.06346 0.38529 1.75306 -0.004
C -0.37380 -0.27264 2.77330 0.000
F 0.98670 -0.24788 2.85358 -0.001
C -0.99986 -1.02080 3.76041 0.000
F -0.27908 -1.55585 4.76524 0.000
C -2.37909 -1.20547 3.71118 0.001
F -3.00903 -1.90594 4.67211 0.000
C -3.09190 -0.65363 2.64452 0.000
F -4.39885 -0.94272 2.48465 0.000
```

Output
2S+1 = 2
Highest occupied orbital energy (spin up / spin down) = -7.91 / -7.00 eV
Charge = 0